# 1
A 12-piece molecular cluster, C32H80Cl8N4O20P4 overall. Source: the Open Molecules 2025 dataset; level of theory: ωB97M-V with the def2-TZVPD basis set.

Positions of all 148 atoms, in Å:
C  2.97  2.94  -5.44
C  2.02  3.53  -4.40
O  1.29  4.46  -4.75
N  2.04  3.10  -3.11
C  1.30  3.47  -2.01
H  2.67  1.91  -5.66
H  3.93  2.84  -4.93
H  3.20  3.48  -6.36
H  2.71  2.36  -2.98
H  1.19  4.56  -2.00
H  1.93  3.27  -1.14
H  0.34  2.95  -1.98
C  2.91  -7.27  -0.23
C  2.90  -5.96  0.53
O  3.36  -5.85  1.65
N  2.31  -4.88  -0.03
C  2.32  -3.52  0.36
H  3.83  -7.79  0.03
H  2.90  -7.06  -1.30
H  2.00  -7.84  -0.02
H  1.80  -5.11  -0.87
H  2.63  -3.00  -0.55
H  3.00  -3.42  1.21
H  1.32  -3.36  0.75
C  -4.71  -1.42  -6.47
C  -4.82  -0.80  -5.11
O  -5.50  -1.39  -4.24
N  -4.13  0.26  -4.84
C  -4.16  1.00  -3.55
H  -4.07  -2.30  -6.40
H  -4.31  -0.78  -7.26
H  -5.63  -1.84  -6.86
H  -3.34  0.53  -5.41
H  -4.59  1.95  -3.86
H  -3.19  1.16  -3.08
H  -4.84  0.48  -2.89
C  -0.42  6.58  0.50
C  -1.12  6.06  1.76
O  -0.87  6.50  2.86
N  -2.10  5.18  1.65
C  -2.36  4.40  0.45
H  0.54  6.09  0.37
H  -0.33  7.65  0.68
H  -1.00  6.38  -0.40
H  -2.50  4.85  2.52
H  -2.74  3.47  0.87
H  -1.55  4.17  -0.24
H  -3.10  4.93  -0.15
C  8.05  0.56  -2.18
O  6.85  0.69  -2.89
P  5.44  0.83  -2.10
O  4.41  1.69  -2.77
O  4.94  -0.68  -1.81
C  5.76  -1.68  -1.15
O  5.80  1.29  -0.57
C  4.68  1.72  0.21
H  8.00  0.43  -1.10
H  8.64  1.46  -2.38
H  8.61  -0.30  -2.57
H  5.62  -2.64  -1.66
H  5.33  -1.91  -0.18
H  6.81  -1.43  -1.03
H  4.67  1.01  1.04
H  3.69  1.80  -0.23
H  4.94  2.64  0.74
C  -0.79  -5.82  -5.26
O  -1.22  -4.82  -4.31
P  -0.07  -4.26  -3.26
O  0.77  -5.30  -2.63
O  -0.98  -3.35  -2.27
C  -1.50  -2.11  -2.79
O  0.74  -3.23  -4.20
C  1.89  -2.55  -3.71
H  -0.54  -6.73  -4.73
H  0.12  -5.54  -5.79
H  -1.47  -6.07  -6.06
H  -0.80  -1.28  -2.84
H  -2.26  -1.76  -2.10
H  -1.95  -2.16  -3.77
H  2.83  -2.72  -4.23
H  2.15  -2.75  -2.68
H  1.69  -1.48  -3.76
C  -4.76  -2.91  3.19
O  -3.64  -2.95  4.09
P  -2.10  -2.55  3.66
O  -1.94  -1.24  2.97
O  -1.56  -3.86  2.92
C  -1.90  -4.35  1.63
O  -1.32  -2.62  5.09
C  -1.26  -3.87  5.84
H  -4.61  -2.37  2.26
H  -5.49  -2.29  3.71
H  -5.15  -3.89  2.93
H  -2.37  -5.33  1.65
H  -1.12  -4.34  0.87
H  -2.71  -3.70  1.30
H  -1.55  -3.70  6.87
H  -0.24  -4.25  5.80
H  -1.91  -4.66  5.47
C  -4.65  1.14  2.71
O  -5.83  1.23  1.91
P  -5.89  0.80  0.32
O  -5.01  1.66  -0.51
O  -5.53  -0.76  0.36
C  -5.01  -1.37  -0.82
O  -7.48  0.86  -0.08
C  -8.34  2.02  0.19
H  -4.57  0.21  3.27
H  -4.66  2.05  3.31
H  -3.75  1.17  2.09
H  -4.02  -0.94  -0.98
H  -5.58  -1.15  -1.72
H  -4.90  -2.45  -0.67
H  -9.37  1.72  0.39
H  -8.21  2.78  -0.57
H  -8.08  2.46  1.15
Cl  0.39  0.41  4.69
C  -0.72  1.87  4.78
C  -0.51  2.66  6.06
Cl  1.19  3.15  6.15
H  -1.73  1.45  4.80
H  -0.55  2.53  3.93
H  -0.68  2.12  6.99
H  -1.09  3.57  6.15
Cl  -1.48  0.62  -0.68
C  -0.54  0.98  0.87
C  0.64  0.02  1.05
Cl  1.75  0.07  -0.29
H  -1.28  0.90  1.67
H  -0.27  2.03  0.80
H  0.34  -1.02  1.15
H  1.16  0.28  1.97
Cl  1.87  3.46  2.12
C  2.65  5.06  2.09
C  3.73  5.27  3.22
Cl  5.01  4.06  2.99
H  1.79  5.72  2.17
H  3.14  5.27  1.13
H  3.31  5.06  4.21
H  4.11  6.28  3.09
Cl  3.66  -0.80  3.01
C  3.70  0.58  4.10
C  5.08  0.75  4.75
Cl  5.21  2.11  5.90
H  3.11  0.24  4.95
H  3.22  1.40  3.58
H  5.89  0.96  4.05
H  5.50  -0.10  5.28

charge	+1
⟨S²⟩	0.755
multiplicity	2
HOMO energy (spin up / spin down)	-10.4485 / -10.4485	eV
gap between HOMO and LUMO (spin up / spin down)	7.6 / 2.5	eV
LUMO (spin up / spin down)	-2.827 / -7.914	eV

Atom charges from the Mulliken analysis, given in e for atoms 1 to 6: C -0.9201; C 0.9247; O -0.2313; N 0.2459; C -0.6596; H 0.2952

---

# 2
A 9-piece molecular cluster, C32H80N2O9 overall. Source: the Open Molecules 2025 dataset; level of theory: ωB97M-V with the def2-TZVPD basis set.

Positions of all 123 atoms, in Å:
C  -1.71  -4.99  0.64
C  -1.52  -3.41  0.75
C  -2.82  -2.83  0.19
C  -0.31  -2.92  -0.13
C  1.00  -3.23  0.51
C  0.90  -2.48  1.88
C  -0.18  -2.95  2.82
C  0.17  -4.34  3.38
C  -0.27  -2.03  4.04
N  -1.44  -2.98  2.16
O  -2.51  -2.72  2.86
H  -0.82  -5.46  1.01
H  -1.90  -5.28  -0.44
H  -2.63  -5.33  1.26
H  -2.91  -3.13  -0.83
H  -3.01  -1.77  0.35
H  -3.76  -3.16  0.62
H  -0.32  -3.39  -1.06
H  -0.35  -1.84  -0.10
H  1.21  -4.31  0.68
H  1.75  -2.65  -0.12
H  1.96  -2.56  2.19
H  0.76  -1.42  1.68
H  1.09  -4.21  3.99
H  0.56  -4.94  2.57
H  -0.68  -4.79  3.85
H  -0.93  -2.49  4.76
H  -0.64  -1.06  3.87
H  0.67  -1.91  4.54
H  -3.12  -3.41  2.73
C  -1.58  2.83  -3.60
C  -2.17  1.77  -4.61
C  -1.92  2.19  -6.08
C  -3.68  1.63  -4.47
C  -4.04  1.07  -3.13
C  -3.49  -0.35  -3.11
C  -1.93  -0.48  -3.34
C  -1.24  -0.22  -1.98
C  -1.54  -1.89  -3.73
N  -1.47  0.56  -4.32
O  -0.48  0.31  -4.94
H  -0.50  2.64  -3.52
H  -1.87  2.70  -2.55
H  -1.78  3.84  -3.92
H  -2.38  3.09  -6.27
H  -2.16  1.43  -6.85
H  -0.88  2.51  -6.33
H  -4.09  2.60  -4.57
H  -4.12  0.98  -5.25
H  -3.64  1.74  -2.35
H  -5.16  1.16  -3.13
H  -3.76  -0.90  -2.18
H  -3.93  -0.92  -3.89
H  -1.95  -0.38  -1.10
H  -0.99  0.83  -1.78
H  -0.32  -0.79  -1.96
H  -1.52  -2.52  -2.86
H  -0.65  -1.89  -4.23
H  -2.29  -2.35  -4.48
H  -0.49  0.75  -5.81
C  3.43  -0.72  3.25
C  4.26  0.49  3.49
O  3.42  1.59  3.22
H  3.82  -1.66  3.63
H  3.33  -0.93  2.20
H  2.44  -0.63  3.74
H  5.15  0.50  2.79
H  4.63  0.64  4.51
H  3.14  1.36  2.34
C  2.00  2.27  -5.00
C  2.06  2.09  -3.46
O  1.41  0.93  -3.08
H  1.27  2.90  -5.34
H  1.87  1.40  -5.63
H  2.96  2.60  -5.44
H  1.82  2.98  -2.90
H  3.10  2.12  -3.28
H  0.59  0.68  -3.52
C  -0.76  1.86  5.28
C  0.49  1.55  4.59
O  1.63  1.56  5.48
H  -0.60  2.80  5.65
H  -0.80  1.30  6.21
H  -1.53  1.90  4.63
H  0.66  2.34  3.81
H  0.46  0.65  4.14
H  2.46  1.67  5.07
C  -3.74  1.35  1.10
C  -3.00  0.38  2.05
O  -1.69  0.21  1.62
H  -3.82  1.04  0.06
H  -3.15  2.20  0.99
H  -4.68  1.67  1.52
H  -3.49  -0.55  2.32
H  -2.92  0.77  3.06
H  -1.40  -0.63  1.93
C  6.35  -1.69  1.39
C  6.09  -1.05  0.02
O  4.95  -0.35  0.02
H  6.80  -2.62  1.30
H  5.34  -1.82  1.83
H  6.98  -1.17  2.12
H  6.18  -1.61  -0.87
H  6.99  -0.47  -0.02
H  4.60  -0.16  -0.87
C  -0.99  3.29  -0.09
C  -1.25  3.84  1.27
O  -0.87  2.90  2.23
H  0.04  2.93  -0.34
H  -1.27  4.18  -0.62
H  -1.70  2.47  -0.34
H  -2.24  4.11  1.40
H  -0.57  4.69  1.33
H  -1.39  2.08  2.14
C  2.78  2.40  0.06
C  1.87  1.15  0.25
O  1.28  1.11  1.51
H  3.58  2.40  0.81
H  2.16  3.31  -0.03
H  3.20  2.44  -0.94
H  2.41  0.21  0.10
H  1.10  1.07  -0.48
H  0.52  1.73  1.50

structure (SMILES)	CC1(C)CCCC(C)(C)N1O.CC1(C)CCCC(C)(C)N1O.CCO.CCO.CCO.CCO.CCO.CCO.CCO
HOMO energy	-6.8206	eV
gap between HOMO and LUMO	7.3	eV
LUMO	0.509	eV
energy relative to the best compared isomer or geometry (same formula, charge and spin)	188.42	kcal per mole

Atom charges from the Mulliken analysis, given in e for atoms 1 to 6: C -1.6537; C 1.2512; C -1.4577; C 0.1498; C -1.4131; C 0.3606

---

# 3
C32H80N2O9 as an isolated structure. Source: the Open Molecules 2025 dataset; level of theory: ωB97M-V with the def2-TZVPD basis set.

Positions of all 123 atoms, in Å:
C  3.38  -1.52  -1.42
C  4.65  -2.15  -1.91
O  5.02  -3.10  -0.98
H  3.45  -1.06  -0.43
H  2.61  -2.29  -1.50
H  3.09  -0.68  -2.05
H  5.43  -1.47  -2.25
H  4.47  -2.69  -2.83
H  5.94  -3.00  -0.73
C  0.66  -1.52  -1.45
C  -0.39  -0.68  -0.68
O  -0.11  -1.11  0.72
H  0.43  -2.55  -1.20
H  1.68  -1.38  -1.10
H  0.63  -1.34  -2.52
H  -1.40  -0.98  -0.93
H  -0.26  0.40  -0.73
H  -0.35  -2.02  0.86
C  0.21  2.33  -1.52
C  1.24  1.99  -0.46
O  2.24  3.03  -0.51
H  -0.11  3.37  -1.44
H  -0.70  1.75  -1.39
H  0.73  2.16  -2.47
H  1.62  0.99  -0.67
H  0.76  1.96  0.53
H  3.12  2.71  -0.73
C  -1.06  -5.11  -1.38
C  -1.78  -3.96  -2.09
O  -0.97  -2.80  -1.89
H  -1.50  -6.10  -1.51
H  -0.88  -4.87  -0.34
H  -0.09  -5.27  -1.85
H  -2.81  -3.74  -1.80
H  -1.78  -4.12  -3.17
H  -1.33  -2.14  -2.49
C  -4.12  -1.33  -2.15
C  -3.06  -1.81  -3.03
O  -1.85  -1.19  -2.69
H  -3.89  -1.49  -1.10
H  -5.05  -1.89  -2.20
H  -4.28  -0.25  -2.20
H  -3.34  -1.63  -4.06
H  -2.88  -2.88  -2.88
H  -1.96  -0.25  -2.88
C  -2.60  -3.90  0.72
C  -1.53  -2.95  1.16
O  -0.38  -3.30  0.44
H  -3.47  -3.86  1.37
H  -2.50  -4.97  0.89
H  -2.84  -3.80  -0.34
H  -1.30  -2.88  2.23
H  -1.70  -1.90  0.92
H  -0.73  -3.36  -0.45
C  0.07  -1.79  -4.90
C  0.90  -3.07  -4.80
O  2.26  -2.76  -4.52
H  0.43  -0.97  -4.27
H  -0.92  -1.99  -4.49
H  0.10  -1.47  -5.94
H  0.72  -3.66  -5.70
H  0.47  -3.75  -4.07
H  2.68  -3.61  -4.61
C  4.15  3.25  1.11
C  3.48  2.33  2.23
C  2.02  2.72  2.31
C  1.00  1.76  2.92
C  1.15  0.45  2.17
C  2.63  -0.13  2.25
N  3.58  0.91  1.83
O  4.78  0.34  1.64
C  2.89  -0.62  3.68
C  2.52  -1.26  1.18
C  4.02  2.69  3.56
H  5.17  2.87  1.06
H  4.06  4.32  1.35
H  3.70  3.18  0.12
H  1.82  3.71  2.73
H  1.71  2.75  1.27
H  0.00  2.19  2.89
H  1.09  1.66  4.00
H  0.92  0.61  1.11
H  0.47  -0.25  2.64
H  2.31  -1.55  3.69
H  3.95  -0.74  3.94
H  2.55  0.16  4.35
H  2.12  -0.98  0.21
H  3.47  -1.68  0.86
H  1.91  -2.11  1.49
H  3.55  2.03  4.28
H  3.80  3.65  4.03
H  5.07  2.46  3.74
H  4.75  0.07  0.72
C  -4.10  4.35  1.90
C  -2.85  3.94  1.07
C  -1.60  3.87  1.93
C  -1.45  2.67  2.85
C  -1.39  1.34  1.95
C  -2.64  1.27  1.04
N  -3.07  2.60  0.37
O  -4.03  2.56  -0.50
C  -2.13  0.40  -0.14
C  -3.86  0.66  1.81
C  -2.57  5.01  -0.04
H  -4.27  3.97  2.90
H  -5.08  4.22  1.44
H  -4.12  5.43  2.03
H  -0.65  3.98  1.41
H  -1.58  4.78  2.52
H  -2.23  2.64  3.61
H  -0.57  2.72  3.49
H  -1.50  0.47  2.59
H  -0.38  1.38  1.56
H  -2.90  0.05  -0.83
H  -1.28  0.89  -0.62
H  -1.74  -0.53  0.26
H  -3.70  -0.42  1.91
H  -3.91  1.07  2.82
H  -4.85  0.87  1.41
H  -1.68  4.80  -0.63
H  -2.59  6.00  0.41
H  -3.41  4.94  -0.73
H  -3.61  2.94  -1.28

HOMO energy	-7.3855	eV
gap between HOMO and LUMO	7.5	eV
LUMO	0.157	eV
energy relative to the best compared isomer or geometry (same formula, charge and spin)	617.99	kcal per mole

Atom charges from the Mulliken analysis, given in e for atoms 1 to 6: C 0.4527; C -1.0820; O -0.5323; H -0.5036; H 0.5304; H 0.1295

---

| no. | maximum force (eV Å⁻¹) |
| --- | --- |
| 1 | 5.6 |
| 2 | 13.8 |
| 3 | 9.3 |